# 1
Computed, not measured: a cluster of 3 separate species, C31H62N6O10P2 in total at a distorted geometry, with the ωB97M-V functional and the def2-TZVPD basis.

```
! RIJCOSX wB97M-V def2-TZVPD def2/J DEFGRID3
* xyz 0 1
C 1.235 -8.683 1.696
C 1.636 -7.808 0.404
C 1.060 -6.324 0.657
O 1.896 -5.724 1.672
C 1.380 -4.415 2.001
C 2.496 -3.301 2.250
C 2.080 -1.969 2.588
C 0.560 -1.515 2.731
C 0.219 -0.174 1.875
C -1.364 -0.130 1.509
O -1.784 1.176 1.043
C -3.155 1.451 1.410
C 3.274 -0.920 2.858
O 3.015 0.063 3.611
C 4.749 -1.125 2.239
C 5.734 0.112 2.056
C 6.030 0.521 0.535
O 4.871 0.479 -0.346
C 4.488 1.816 -0.648
O 3.909 2.464 0.265
C 5.141 -2.440 1.899
C 6.536 -2.873 1.268
C 7.699 -3.069 2.352
O 8.351 -2.116 2.853
O 8.034 -4.398 2.746
C 4.063 -3.607 2.181
O 4.564 -4.754 2.377
H 1.554 -9.776 1.623
H 0.096 -8.566 1.838
H 1.728 -8.235 2.622
H 2.785 -7.708 0.381
H 1.237 -8.278 -0.560
H 1.079 -5.761 -0.344
H -0.046 -6.410 0.983
H 0.803 -4.530 2.995
H 0.614 -4.099 1.206
H -0.200 -2.297 2.393
H 0.335 -1.262 3.837
H 0.765 -0.158 0.874
H 0.446 0.778 2.474
H -1.503 -0.878 0.635
H -2.031 -0.414 2.393
H -3.878 0.583 1.232
H -3.188 1.704 2.533
H -3.601 2.361 0.858
H 6.749 -0.178 2.523
H 5.378 1.028 2.662
H 6.929 -0.078 0.172
H 6.378 1.624 0.560
H 4.653 2.344 -1.648
H 6.831 -2.163 0.430
H 6.366 -3.900 0.766
H 8.305 -4.942 1.974
C -0.244 -4.710 -5.328
N -0.909 -3.816 -4.405
C -2.343 -3.816 -4.682
P -0.348 -2.348 -3.735
O -0.808 -2.723 -2.312
N 1.319 -2.379 -3.287
C 1.966 -3.637 -2.926
C 1.635 -1.383 -2.259
N 0.152 -1.815 -5.370
C 1.486 -1.985 -5.933
C -0.278 -0.428 -5.602
H -0.259 -4.334 -6.360
H -0.734 -5.690 -5.330
H 0.785 -4.917 -5.047
H -2.562 -3.308 -5.631
H -2.893 -3.299 -3.891
H -2.744 -4.833 -4.725
H 1.358 -4.242 -2.245
H 2.936 -3.464 -2.449
H 2.199 -4.224 -3.814
H 1.325 -1.711 -1.261
H 1.129 -0.436 -2.472
H 2.709 -1.173 -2.240
H 2.228 -1.330 -5.464
H 1.468 -1.753 -7.004
H 1.839 -3.013 -5.865
H 0.319 0.278 -5.013
H -1.328 -0.305 -5.314
H -0.204 -0.157 -6.660
C -3.673 7.435 3.446
N -3.671 6.406 2.429
C -2.291 6.033 2.124
P -4.738 6.190 1.114
O -4.896 4.679 1.380
N -6.390 6.508 1.501
C -6.876 6.344 2.868
C -7.316 5.820 0.595
N -4.552 7.923 0.702
C -5.438 8.989 1.154
C -4.337 8.078 -0.744
H -3.273 8.389 3.078
H -3.056 7.131 4.299
H -4.659 7.609 3.867
H -1.775 6.836 1.582
H -2.259 5.134 1.500
H -1.727 5.799 3.032
H -6.530 5.412 3.328
H -7.970 6.354 2.907
H -6.573 7.184 3.492
H -7.426 4.760 0.847
H -6.959 5.883 -0.439
H -8.303 6.290 0.620
H -6.420 8.954 0.672
H -4.991 9.963 0.926
H -5.581 8.982 2.234
H -5.256 7.876 -1.307
H -3.569 7.377 -1.089
H -3.985 9.084 -0.991
*
```

Output
Largest force on an atom, eV/Å: 7.72
HOMO-LUMO gap, eV: 6.767
SMILES string: CCCOCC1=C(CCCOC)C(=O)C(CCOC=O)=C(CC(=O)O)C1=O.CN(C)P(=O)(N(C)C)N(C)C.CN(C)P(=O)(N(C)C)N(C)C
Highest occupied orbital energy, eV: -8.0

***

# 2
Computed, not measured: the molecule C4H8ClN at a distorted geometry, with the ωB97M-V functional and the def2-TZVPD basis.

```
! RIJCOSX wB97M-V def2-TZVPD def2/J DEFGRID3
* xyz 0 1
C -0.760 1.244 -0.550
C -0.443 1.661 0.853
C -1.329 -0.152 -0.413
C 0.786 -1.615 -0.164
N -0.631 -1.309 -0.018
Cl -2.957 -0.189 -0.156
H -1.477 1.938 -1.072
H 0.090 1.217 -1.379
H 0.463 1.595 1.380
H -1.305 1.928 1.433
H 0.981 -0.730 -0.852
H 1.334 -1.402 0.762
H 1.033 -2.667 -0.638
H -1.181 -1.900 0.635
*
```

Output
Largest force on an atom, eV/Å: 2.98
HOMO-LUMO gap (alpha / beta), eV: 6.802 / 8.628
Energy relative to the best compared isomer or geometry (same formula, charge and spin), kJ/mol: 355.3
Highest occupied orbital energy (alpha / beta), eV: -6.3 / -7.8